--- one ---
# C7H10O2

2 unconnected molecules or ions with the total composition C7H10O2 (the ωB97M-V functional and the def2-TZVPD basis, the Open Molecules 2025 dataset).

```
19
Properties=species:S:1:pos:R:3
C -1.0124 0.8298 1.1694
C -0.2094 -0.4212 0.7360
C 1.0424 -0.7038 1.4322
C 1.1560 -0.3877 -0.0473
C 0.8280 0.5883 -1.2008
C -0.3012 -0.2980 -2.0002
C -1.1776 -0.9472 -1.2381
H 1.0721 1.4693 1.3301
H -1.6090 0.4562 1.9201
H -1.7695 1.2925 0.5137
H 1.2582 -1.8655 1.0851
H 1.4269 -0.2234 2.3388
H 1.5553 -1.3397 -0.4798
H 1.5877 0.8521 -1.8554
H -0.0137 1.5565 -1.0954
H -0.4991 0.2210 -2.8899
H -1.9714 -1.5305 -1.6247
O -0.2579 1.7147 1.7715
O -1.1055 -1.2634 0.1349
```

As for the HOMO-LUMO gap: 9.01 eV. As for the total charge: 0. The multiplicity is 1. The value obtained for the HOMO energy is -0.326 hartree.


--- two ---
# C7H10O2

A molecular structure, C7H10O2 (the ωB97M-V functional and the def2-TZVPD basis, the Open Molecules 2025 dataset).

```
19
Properties=species:S:1:pos:R:3
C 1.3341 -0.1279 1.4126
C 1.3582 -0.4303 0.1334
C -1.3811 0.4704 0.1473
C 0.5227 0.8422 0.5134
C 1.7851 -1.1465 -1.1254
C 0.9741 2.1852 0.0894
C -3.2558 -0.8398 0.2337
O -1.9122 1.4078 -0.3796
O -1.8215 -0.6535 0.4986
H 1.3320 -0.3484 2.4300
H 0.9881 -1.0576 -1.8233
H 1.8749 -2.1935 -0.9080
H 2.6432 -0.5126 -1.4627
H 1.5320 2.0345 -0.7813
H 1.5966 2.7926 0.7728
H 0.1250 2.9184 -0.2515
H -3.3993 -1.8402 0.0746
H -3.3503 -0.2204 -0.6279
H -3.7120 -0.4069 1.0658
```

As for the HOMO-LUMO gap: 9.05 eV. As for the total charge: 0. The multiplicity is 1. The value obtained for the HOMO energy is -0.301 hartree.


Relative energy of each structure, in kJ/mol: one 398.5; two 0.0.


--- one ---
# C7H10O2

C7H10O2 in the gas phase (the ωB97M-V functional and the def2-TZVPD basis, the Open Molecules 2025 dataset).

```
19
Properties=species:S:1:pos:R:3
O 2.5127 -1.9861 -0.3643
C 2.3354 -0.8231 -0.6308
C 1.2369 -0.0257 0.0668
C 0.1307 -0.5391 0.9795
C -1.1335 -0.8344 0.6882
C -1.9414 -0.9131 -0.5773
O -3.3875 -0.8084 -0.3532
C 0.9759 1.3743 -0.4412
C 1.9021 1.1791 0.7457
H 3.0059 -0.4061 -1.3652
H 0.4638 -0.5756 1.9987
H -1.7534 -1.0936 1.5348
H -1.9139 -0.0394 -1.2105
H -1.6795 -1.8365 -1.1258
H -3.7530 -1.4991 0.0816
H -0.0566 1.7933 -0.1381
H 1.3451 1.5895 -1.4047
H 2.9414 1.3734 0.6836
H 1.3552 1.6147 1.5359
```

As for the HOMO-LUMO gap: 10.41 eV. As for the total charge: 0. The multiplicity is 1. Its structure (SMILES) is O=CC1(/C=C\CO)CC1. The value obtained for the HOMO energy is -0.351 hartree.


--- two ---
# C7H10O2

C7H10O2 in the gas phase (the ωB97M-V functional and the def2-TZVPD basis, the Open Molecules 2025 dataset).

```
19
Properties=species:S:1:pos:R:3
C -0.9686 -1.2016 0.2419
C 0.1527 -1.3997 1.0498
O 1.4665 -0.9290 0.8464
C 1.7516 0.1604 0.2324
C 0.8856 1.2348 1.0739
C -0.4862 1.4439 0.8822
O -1.3038 1.2735 -0.2918
C -0.8222 0.7297 -1.5061
C -0.6014 -0.9026 -1.3362
H -2.1004 -1.5155 0.6104
H 0.0615 -1.5540 2.1550
H 2.8351 0.4861 0.4755
H 1.5024 0.2060 -0.8499
H 1.3459 0.9848 2.2026
H -1.2901 1.4963 1.8498
H -1.7386 0.9110 -2.2415
H -0.0027 1.4292 -1.8585
H -1.1676 -1.7999 -2.0819
H 0.4803 -1.0534 -1.4541
```

As for the HOMO-LUMO gap: 9.53 eV. As for the total charge: 0. The multiplicity is 1. Its structure (SMILES) is C1=C\OC/C=C\OCC/1. The value obtained for the HOMO energy is -0.318 hartree.


Relative energy of each structure, in kJ/mol: one 0.0; two 372.5.


--- one ---
# C7H10O2

2 unconnected molecules or ions with the total composition C7H10O2 (the ωB97M-V functional and the def2-TZVPD basis, the Open Molecules 2025 dataset).

```
19
Properties=species:S:1:pos:R:3
C -0.2423 -2.3154 -0.0166
C -0.4563 -0.9802 0.0667
C -1.0907 -0.5179 1.3515
C -0.8427 -0.3009 -1.3231
C 0.1612 0.6229 -1.9688
O -1.7052 -0.7745 -2.0187
H -0.5910 -3.0348 0.7097
H 0.0038 -2.7974 -0.9499
H -1.7572 0.3223 1.1708
H -0.2632 -0.3587 2.0453
H -1.6521 -1.2988 1.8617
H 1.1817 0.3811 -1.6886
H -0.3223 1.5992 -1.9496
H 0.1693 0.4311 -3.0429
C 1.9518 1.5807 1.3254
C 0.8211 1.6290 0.6567
O -0.1213 2.3166 0.3742
H 2.7551 2.2414 1.0483
H 2.0001 1.2545 2.3478
```

As for the HOMO-LUMO gap: 9.44 eV. As for the total charge: 0. The multiplicity is 1. Its structure (SMILES) is C=C(C)C(C)=O.C=C=O. The value obtained for the HOMO energy is -0.341 hartree.


--- two ---
# C7H10O2

C7H10O2 in the gas phase (the ωB97M-V functional and the def2-TZVPD basis, the Open Molecules 2025 dataset).

```
19
Properties=species:S:1:pos:R:3
C 0.2452 -1.7356 -1.2127
C 1.2071 -1.3664 -0.3393
C -0.9772 1.1435 -0.5521
C 0.5459 1.1773 -0.5053
C -1.5129 0.3542 0.6541
C -0.7825 -0.5892 1.4642
C 1.2413 0.0242 0.1590
O -1.6104 -1.0374 0.4856
O 2.1670 0.3646 1.1652
H 0.2914 -2.8111 -1.4059
H -0.5482 -1.0185 -1.6505
H 1.8507 -1.9567 0.2052
H -1.2153 2.2332 -0.6549
H -1.2837 0.7475 -1.4104
H 1.0503 1.3866 -1.5726
H 0.9629 1.9991 -0.0439
H -2.5114 0.6887 1.0171
H -0.9200 -0.6987 2.4629
H 1.7999 1.0949 1.7343
```

As for the HOMO-LUMO gap (spin up / spin down): 7.55 / 8.12 eV. As for the total charge: 0. The multiplicity is 1. The value obtained for the HOMO energy (spin up / spin down) is -0.257 / -0.279 hartree.


Relative energy of each structure, in kJ/mol: one 0.0; two 185.9.


--- one ---
# CH9NO2

4 unconnected molecules or ions with the total composition CH9NO2 (the ωB97M-V functional and the def2-TZVPD basis, the Open Molecules 2025 dataset).

```
13
Properties=species:S:1:pos:R:3
C -1.5171 -0.3278 -0.8379
N -0.5256 0.7958 -0.8234
H -1.2929 -0.9270 0.0498
H -2.5202 0.0661 -0.5689
H -1.7001 -1.0190 -1.6749
H 0.5891 -0.5049 -1.0891
H -0.7106 1.4778 -1.6134
H 0.6741 1.2765 0.2882
H 1.0088 1.7705 1.7178
O 1.4001 1.3347 0.9727
H 1.4260 -0.5261 1.1959
H 1.6057 -1.9946 0.8105
O 1.5625 -1.4219 1.5728
```

As for the HOMO-LUMO gap: 9.27 eV. As for the total charge: 0. The multiplicity is 1. The value obtained for the HOMO energy is -0.387 hartree.


--- two ---
# CH9NO2

3 unconnected molecules or ions with the total composition CH9NO2 (the ωB97M-V functional and the def2-TZVPD basis, the Open Molecules 2025 dataset).

```
13
Properties=species:S:1:pos:R:3
C -0.2241 1.2814 0.7492
N -0.3657 -0.0847 0.2852
H 0.7815 1.6073 0.5923
H -0.7903 2.0663 0.2248
H -0.5112 1.3325 1.7921
H -1.2510 -0.4592 0.5815
H -0.1794 -0.2584 -0.6951
O 1.1856 -1.2970 1.8090
H 0.6108 -0.8871 1.0211
H 2.1018 -1.1522 1.5626
O -0.0634 -0.5136 -2.6207
H -0.9659 -0.1963 -2.7913
H -0.3287 -1.4390 -2.5107
```

As for the HOMO-LUMO gap: 9.74 eV. As for the total charge: 0. The multiplicity is 1. Its structure (SMILES) is CN.O.O. The value obtained for the HOMO energy is -0.342 hartree.


Relative energy of each structure, in kJ/mol: one 332.5; two 0.0.


--- one ---
# H5N2OP

2 unconnected molecules or ions with the total composition H5N2OP (the ωB97M-V functional and the def2-TZVPD basis, the Open Molecules 2025 dataset).

```
9
Properties=species:S:1:pos:R:3
N 2.8472 2.9287 0.5897
N -1.7345 -0.4711 0.8790
O 2.2899 1.7537 0.2636
P 1.7463 0.5697 1.1882
H -2.0622 -0.8646 -0.0663
H 3.2900 3.3072 -0.2136
H -1.0024 0.2587 0.5817
H -2.6749 -0.0250 1.2228
H 1.3332 -0.2247 0.2150
```

As for the HOMO-LUMO gap (spin up / spin down): 8.89 / 8.10 eV. As for the total charge: 0. The multiplicity is 1. The value obtained for the HOMO energy (spin up / spin down) is -0.358 / -0.309 hartree.


--- two ---
# H5N2OP

H5N2OP in the gas phase (the ωB97M-V functional and the def2-TZVPD basis, the Open Molecules 2025 dataset).

```
9
Properties=species:S:1:pos:R:3
N 0.0117 0.8629 -1.3325
P -0.3669 -0.2171 -0.0012
N 0.4282 0.1310 1.4235
O -1.7924 -0.1622 0.2982
H 0.8141 0.7133 -1.8481
H -0.9422 0.8454 -1.7597
H 0.4751 -1.5604 -0.3448
H 1.4119 -0.2148 1.3432
H -0.0395 -0.3981 2.2216
```

As for the HOMO-LUMO gap: 11.19 eV. As for the total charge: 0. The multiplicity is 1. Its structure (SMILES) is N[PH](N)=O. The value obtained for the HOMO energy is -0.379 hartree.


Relative energy of each structure, in kJ/mol: one 511.8; two 0.0.


--- one ---
# C6H10IN4

2 unconnected molecules or ions with the total composition C6H10IN4 (the ωB97M-V functional and the def2-TZVPD basis, the Open Molecules 2025 dataset).

```
21
Properties=species:S:1:pos:R:3
C -1.4605 -0.0160 -1.6077
C -0.1232 0.1729 -1.3216
C 1.3039 -0.3286 0.6015
C 2.0288 0.8667 0.0159
C 3.3928 1.2761 -0.1473
C 3.7278 2.5226 -0.3234
N -1.9915 -0.5720 -0.4008
N -1.1179 -0.6854 0.4939
N 0.0133 -0.2249 -0.0312
N -4.3107 -1.8826 0.7912
I 4.8161 -0.4092 0.1848
H -2.0492 0.3096 -2.3383
H 1.8971 -1.2750 0.4492
H 1.2659 -0.2228 1.5939
H 1.3309 1.5017 -0.4817
H 4.7367 2.8354 -0.2392
H 2.9372 3.2807 -0.2374
H -2.9907 -0.8080 -0.2368
H -5.2114 -1.5764 1.0697
H -3.7053 -1.9138 1.5763
H -4.4901 -2.8512 0.5889
```

As for the HOMO-LUMO gap (spin up / spin down): 6.24 / 6.03 eV. As for the total charge: +1. The multiplicity is 1. The value obtained for the HOMO energy (spin up / spin down) is -0.461 / -0.456 hartree.


--- two ---
# C6H10IN4

A gas-phase ion, C6H10IN4 (charge +1) (the ωB97M-V functional and the def2-TZVPD basis, the Open Molecules 2025 dataset).

```
21
Properties=species:S:1:pos:R:3
C 0.4744 3.1238 -0.2455
C 0.2951 1.8337 0.1133
C -1.0764 -0.0536 -0.9683
C -0.7913 -0.7550 0.4888
C 0.5921 -0.3482 0.9518
C 1.8024 -0.7220 0.2871
N -0.2514 3.2907 -1.3782
N -0.9159 2.2729 -1.6985
N -0.6486 1.3185 -0.8235
N -0.8756 -2.3233 0.3590
I 0.7967 -0.1341 3.0358
H 1.1892 3.7608 0.2136
H -0.6473 -0.4300 -1.8469
H -2.1605 -0.1016 -1.2284
H -1.6994 -0.5756 1.2370
H 2.6692 0.0006 0.6615
H 1.6007 -0.7263 -0.8971
H 2.2530 -1.7443 0.5784
H -1.6973 -2.5798 -0.1539
H -0.9834 -2.4739 1.3005
H 0.0740 -2.6333 0.0135
```

As for the HOMO-LUMO gap (spin up / spin down): 7.72 / 7.72 eV. As for the total charge: +1. The multiplicity is 1. The value obtained for the HOMO energy (spin up / spin down) is -0.467 / -0.467 hartree.


Relative energy of each structure, in kJ/mol: one 0.0; two 36.2.